[1]
{
  "formula": "C29H36BN5O2S",
  "method": "ωB97M-V/def2-TZVPD",
  "symbols": ["C", "C", "C", "C", "C", "C", "B", "O", "C", "C", "C", "C", "C", "O", "C", "C", "N", "S", "N", "C", "H", "H", "H", "H", "H", "H", "H", "H", "H", "H", "H", "H", "H", "H", "H", "H", "H", "H", "H", "H", "H", "N", "C", "C", "C", "C", "C", "H", "H", "H", "H", "H", "N", "C", "C", "C", "C", "C", "H", "H", "H", "H", "H", "N", "C", "C", "C", "C", "C", "H", "H", "H", "H", "H"],
  "xyz": [[-0.7357, -4.7307, -1.6611], [-1.5125, -4.2138, -2.9242], [-1.3757, -2.6787, -3.1753], [-2.6328, -1.8313, -2.6905], [-2.1151, -0.8666, -1.6011], [-1.7003, 0.4193, -1.8517], [-1.7567, 1.0219, -3.3252], [-0.6072, 1.1489, -4.0860], [-3.1629, 1.4947, -3.9530], [-4.1913, 1.6960, -2.7802], [-1.1846, 1.2086, -0.7086], [-0.6649, 2.6382, -0.9100], [0.8183, 2.5101, -1.4267], [1.6538, 3.5093, -0.8189], [-1.1102, 0.7078, 0.5671], [-1.5478, -0.6334, 0.8658], [-1.5428, -1.3218, 2.0145], [-2.1805, -2.7947, 1.6552], [-2.4590, -2.6577, 0.0397], [-2.0546, -1.4158, -0.2519], [-1.4358, -5.2231, -0.9629], [-0.3359, -3.8522, -1.1236], [0.1164, -5.3780, -1.9251], [-2.5870, -4.4518, -2.8483], [-1.1099, -4.7627, -3.7966], [-1.1726, -2.4094, -4.2269], [-0.4842, -2.3461, -2.6057], [-3.0216, -1.2698, -3.5561], [-3.3936, -2.4698, -2.2127], [-0.7419, 1.8428, -4.7484], [-3.0550, 2.4094, -4.5699], [-3.6045, 0.7015, -4.5948], [-5.1180, 2.1982, -3.1181], [-4.4512, 0.7235, -2.3328], [-3.7354, 2.3253, -1.9906], [-1.2165, 3.1937, -1.6900], [-0.7141, 3.2095, 0.0298], [1.2098, 1.5259, -1.1036], [0.7825, 2.6048, -2.5283], [2.5623, 3.2340, -0.9991], [-0.6933, 1.3392, 1.3626], [-0.2930, -3.9876, 4.8010], [0.6432, -4.6505, 5.4829], [2.0014, -4.3917, 5.3795], [2.4156, -3.3894, 4.5159], [1.4603, -2.6894, 3.7965], [0.1265, -3.0238, 3.9752], [0.2730, -5.4278, 6.1436], [2.7158, -4.9607, 5.9599], [3.4694, -3.1567, 4.4052], [1.7422, -1.9001, 3.1115], [-0.6549, -2.4971, 3.4325], [-2.5337, 5.5585, -1.9990], [-2.9763, 6.4124, -2.9241], [-3.3357, 7.7234, -2.6548], [-3.2340, 8.1756, -1.3495], [-2.7785, 7.3062, -0.3725], [-2.4417, 6.0155, -0.7491], [-3.0423, 6.0131, -3.9306], [-3.6861, 8.3720, -3.4464], [-3.5061, 9.1931, -1.0969], [-2.6854, 7.6211, 0.6580], [-2.0768, 5.3005, -0.0195], [5.7768, -2.5223, 4.1129], [6.7132, -3.1852, 4.7945], [8.0709, -2.9270, 4.6914], [8.4835, -1.9255, 3.8284], [7.5293, -1.2253, 3.1091], [6.1966, -1.5606, 3.2887], [6.3432, -3.9623, 5.4551], [8.7850, -3.4958, 5.2714], [9.5357, -1.6934, 3.7179], [7.8113, -0.4366, 2.4247], [5.4138, -1.0375, 2.7497]],
  "forces_ev_per_a": [[-0.5, 0.7, 0.0], [0.4, -0.1, -0.3], [-0.2, -0.1, 0.5], [1.5, 0.4, 0.6], [-0.7, -0.2, -0.3], [0.6, -0.3, 0.9], [-0.4, 0.1, -0.6], [-0.4, 0.5, 0.8], [-0.5, -0.3, 1.1], [0.2, 0.6, -0.4], [-0.4, 0.1, 0.1], [0.7, -0.6, -0.8], [-0.4, 0.1, 0.7], [-0.2, -0.2, -0.4], [0.0, 0.0, 0.2], [-0.1, -0.4, -1.1], [-0.7, -0.1, -1.2], [-0.1, 0.3, -0.6], [0.5, 0.9, 1.6], [0.0, 0.6, -0.7], [0.6, 0.0, -0.3], [-0.1, -0.5, -0.1], [-0.5, 0.1, 0.1], [0.5, -0.1, 0.0], [-0.4, 0.3, 0.3], [-0.1, -0.4, 0.3], [-0.4, 0.0, -0.4], [-0.1, -0.3, 0.5], [0.2, 0.2, -0.6], [0.0, -0.5, -0.2], [-0.1, -0.4, 0.3], [0.5, 0.4, 0.0], [0.4, -0.3, 0.1], [0.1, 0.4, -0.2], [-0.3, -0.3, -0.3], [-0.1, -0.2, 0.5], [0.2, -0.3, -0.3], [-0.2, 0.3, -0.5], [0.4, -0.2, 0.5], [-0.2, 0.2, 0.1], [-0.3, -0.3, -0.3], [0.3, 0.0, 0.0], [-0.2, 0.0, 0.0], [-0.1, 0.1, -0.1], [0.2, 0.0, 0.0], [0.0, -0.1, 0.1], [-0.3, -0.1, 0.1], [0.1, 0.0, 0.0], [0.0, 0.0, 0.0], [0.0, 0.0, 0.0], [0.0, 0.0, 0.0], [0.6, -0.1, 0.6], [-0.1, 0.2, 0.0], [0.1, -0.2, 0.0], [0.0, 0.0, 0.0], [0.0, 0.1, 0.0], [0.0, 0.0, 0.0], [0.0, -0.2, -0.1], [0.0, 0.1, 0.0], [0.0, 0.0, 0.0], [0.0, 0.0, 0.0], [0.0, 0.0, 0.0], [0.0, 0.1, 0.0], [0.3, 0.1, 0.0], [-0.2, 0.0, 0.0], [0.0, 0.0, 0.0], [0.1, 0.0, 0.0], [0.0, 0.0, 0.0], [-0.2, -0.1, 0.0], [0.1, 0.0, 0.0], [0.0, 0.0, 0.0], [0.0, 0.0, 0.0], [0.0, 0.0, 0.0], [0.1, 0.0, 0.0]]
}

[2]
{
  "formula": "C3H8N2",
  "method": "ωB97M-V/def2-TZVPD",
  "de_lowest_kj_mol": 300.3,
  "smiles": "[H]/N=C/N.C=C",
  "symbols": ["H", "N", "C", "N", "H", "H", "H", "C", "C", "H", "H", "H", "H"],
  "xyz": [[-1.6706, 1.1176, -0.3203], [-0.6887, 1.3366, -0.1473], [-0.7078, 2.1827, 0.8099], [0.1563, 2.1527, 1.9001], [-1.5802, 2.8515, 0.8878], [0.7593, 2.9552, 2.0505], [0.8089, 1.3836, 1.7575], [0.3845, -3.3242, -0.9035], [0.8685, -2.4461, -1.7810], [-0.6799, -3.3707, -0.7002], [0.9428, -3.8971, -0.1596], [0.0534, -2.0097, -2.3508], [1.7879, -1.8755, -1.7718]],
  "forces_ev_per_a": [[0.1, 0.7, -1.3], [0.1, -0.9, 1.6], [-1.2, -0.2, 0.0], [1.3, 0.0, -0.9], [0.4, 0.1, 0.5], [-0.6, 0.5, 0.2], [-0.2, -0.2, 0.0], [0.7, 0.1, 1.0], [-1.7, 0.5, 0.7], [-0.1, -0.5, -0.8], [0.3, 0.4, -0.3], [0.4, 0.4, -0.3], [0.5, -0.9, -0.3]]
}

[3]
{
  "formula": "C6H14O",
  "method": "ωB97M-V/def2-TZVPD",
  "de_lowest_kj_mol": 61.9,
  "smiles": "COCC(C)(C)C",
  "symbols": ["C", "O", "C", "C", "C", "C", "C", "H", "H", "H", "H", "H", "H", "H", "H", "H", "H", "H", "H", "H", "H"],
  "xyz": [[2.5491, -1.2899, -0.6622], [1.2004, -1.1034, -0.3025], [0.8307, 0.2367, -0.0785], [-0.6738, 0.3197, 0.1781], [-1.0398, 1.7923, 0.3879], [-1.4263, -0.2342, -1.0353], [-1.0281, -0.4916, 1.4279], [3.1125, -0.3470, -0.6487], [2.6102, -1.7106, -1.6736], [3.0295, -1.9841, 0.0382], [1.0852, 0.8592, -0.9547], [1.3789, 0.6438, 0.7891], [-0.4992, 2.2216, 1.2410], [-2.1130, 1.8951, 0.5875], [-0.8057, 2.3923, -0.5009], [-1.1639, -1.2821, -1.2065], [-1.1755, 0.3322, -1.9410], [-2.5102, -0.1646, -0.8840], [-0.6960, -1.5290, 1.3247], [-2.1118, -0.4880, 1.5914], [-0.5531, -0.0687, 2.3221]],
  "forces_ev_per_a": [[0.3, 0.0, -0.1], [-0.1, -0.1, 0.0], [0.0, 0.3, 0.0], [0.0, 0.0, 0.0], [0.0, 0.1, 0.0], [0.0, 0.0, -0.1], [0.0, 0.0, 0.1], [-0.1, -0.1, 0.0], [0.0, 0.1, 0.1], [-0.1, 0.1, -0.1], [0.0, -0.1, 0.1], [-0.1, 0.0, -0.1], [-0.1, -0.1, -0.1], [0.2, 0.0, 0.0], [0.0, -0.1, 0.1], [-0.1, 0.1, 0.0], [0.0, -0.1, 0.1], [0.2, 0.0, 0.0], [-0.1, 0.1, 0.0], [0.1, 0.0, 0.0], [0.0, 0.0, -0.1]]
}

[4]
{
  "formula": "C47H29Cl4F3N5O2Pb",
  "method": "ωB97M-V/def2-TZVPD",
  "total_charge": -1,
  "symbols": ["Pb", "Cl", "C", "C", "C", "C", "C", "C", "C", "C", "C", "C", "C", "C", "C", "C", "C", "C", "Cl", "C", "C", "C", "N", "C", "C", "C", "C", "C", "C", "Cl", "C", "C", "C", "C", "C", "C", "N", "C", "C", "C", "C", "C", "N", "C", "C", "C", "C", "Cl", "C", "C", "C", "C", "N", "H", "H", "H", "H", "H", "H", "H", "H", "H", "H", "H", "H", "H", "H", "H", "H", "H", "H", "H", "H", "H", "H", "H", "H", "N", "C", "C", "O", "O", "H", "H", "H", "H", "F", "C", "F", "F", "H"],
  "xyz": [[0.1265, -0.0099, -0.6122], [9.0748, 0.2580, 1.3758], [7.3651, 0.1587, 1.1917], [6.8230, -0.1300, -0.0595], [5.4375, -0.2039, -0.2076], [4.5900, 0.0125, 0.8947], [5.1501, 0.2940, 2.1475], [6.5373, 0.3686, 2.2953], [3.1009, -0.0393, 0.7379], [2.5234, -1.2710, 0.6903], [3.3367, -2.4902, 0.6661], [2.5511, -3.5241, 0.3836], [1.2102, -3.0197, 0.3586], [0.1071, -3.7533, 0.1676], [0.0341, -5.1727, -0.1890], [-0.4421, -5.5313, -1.4585], [-0.5370, -6.8747, -1.8262], [-0.1490, -7.8632, -0.9241], [-0.2641, -9.5211, -1.3756], [0.3313, -7.5212, 0.3398], [0.4205, -6.1760, 0.7073], [-1.0636, -2.8914, 0.4781], [-1.0718, -1.5848, 0.6333], [-2.3689, -1.3050, 0.9879], [-2.9244, -0.0967, 1.1800], [-4.3900, -0.1170, 1.5099], [-5.3429, -0.1439, 0.4775], [-6.7057, -0.1501, 0.7789], [-7.1182, -0.1217, 2.1105], [-8.7993, -0.1229, 2.4811], [-6.1820, -0.0905, 3.1443], [-4.8175, -0.0899, 2.8458], [-2.2169, 1.2459, 1.0298], [-3.0128, 2.3898, 1.1912], [-2.2610, 3.4636, 0.8356], [-1.0288, 2.9492, 0.5562], [-0.9356, 1.5933, 0.7164], [0.1257, 3.8021, 0.1661], [1.2360, 3.0709, 0.2092], [2.5613, 3.4330, -0.1367], [3.3305, 2.3659, 0.0084], [2.3853, 1.3038, 0.4973], [1.1514, 1.7520, 0.6245], [0.0981, 5.2209, -0.2179], [-0.4444, 5.5975, -1.4541], [-0.4821, 6.9431, -1.8269], [0.0225, 7.9140, -0.9636], [-0.0237, 9.5722, -1.4226], [0.5638, 7.5525, 0.2693], [0.6003, 6.2069, 0.6426], [-3.0939, -2.5632, 1.0789], [-2.3267, -3.5855, 0.7328], [1.2250, -1.6808, 0.5881], [7.4637, -0.3039, -0.9184], [4.9999, -0.4408, -1.1764], [4.4962, 0.4449, 3.0042], [6.9598, 0.5846, 3.2717], [4.4023, -2.5642, 0.7874], [2.8609, -4.5452, 0.2595], [-0.7283, -4.7525, -2.1638], [-0.9049, -7.1350, -2.8139], [0.6422, -8.2894, 1.0410], [0.8004, -5.8999, 1.6893], [-5.0162, -0.1664, -0.5612], [-7.4338, -0.1778, -0.0268], [-6.5041, -0.0672, 4.1815], [-4.0837, -0.0670, 3.6500], [-4.0544, 2.4363, 1.4790], [-2.5685, 4.4982, 0.8047], [2.8812, 4.3966, -0.4917], [4.3781, 2.2927, -0.1986], [-0.8322, 4.8387, -2.1325], [-0.9021, 7.2219, -2.7892], [0.9580, 8.3079, 0.9431], [1.0206, 5.9260, 1.6069], [-4.1216, -2.6755, 1.3807], [-2.5379, -4.6345, 0.7052], [-1.0526, -1.1890, -1.9017], [-0.3527, -0.6169, -3.3802], [0.7160, 0.5020, -3.2407], [1.2267, 0.9511, -4.2587], [1.2388, 1.1024, -1.8349], [-0.8026, -2.0892, -1.9805], [-1.9275, -0.7883, -2.0431], [-1.1652, -0.2407, -4.0503], [0.1305, -1.4750, -3.9085], [-2.3649, 1.4590, -1.2655], [-1.1455, 1.2621, -1.8842], [-1.3424, 0.6434, -3.1036], [-0.5268, 2.4815, -2.0811], [1.1723, -1.0557, -1.6580]],
  "forces_ev_per_a": [[1.3, -1.1, 3.3], [0.5, 0.0, 0.1], [-1.0, 0.0, 0.0], [-0.3, 0.0, 0.1], [0.1, 0.1, 0.6], [0.1, 0.2, -0.2], [0.3, -0.1, -0.6], [-0.1, -0.1, -0.1], [-2.0, 1.7, -0.3], [0.6, -1.5, 0.7], [1.2, -0.2, -0.2], [0.8, -0.2, 0.1], [1.6, 0.8, 0.0], [-2.7, 2.7, 0.5], [-0.2, -0.1, -0.1], [0.1, -0.5, 0.3], [0.0, 0.3, 0.1], [0.1, 0.9, 0.3], [0.0, -0.4, -0.1], [0.0, 0.2, 0.0], [-0.1, -0.2, -0.5], [1.7, -4.2, -1.2], [-2.2, -0.2, 0.8], [-0.8, -1.2, 0.2], [1.4, 2.5, -0.1], [-0.1, 0.6, 0.0], [0.0, 0.0, 0.6], [0.2, 0.0, 0.0], [1.0, 0.0, -0.2], [-0.5, 0.0, 0.1], [0.1, 0.0, -0.1], [-0.3, 0.0, -0.5], [-2.6, -1.5, 2.1], [-1.6, -0.3, 0.4], [-0.8, 0.8, 0.3], [2.6, 1.9, -0.9], [-4.8, -1.0, 0.7], [-1.7, -1.9, 1.0], [0.4, 0.1, 0.1], [0.6, 1.2, -0.5], [-0.7, -1.1, 0.7], [4.0, -0.6, 0.4], [6.0, -0.9, 0.7], [-0.4, 0.3, 0.0], [0.0, 0.4, 0.2], [0.1, -0.2, 0.1], [0.0, -1.0, 0.3], [0.0, 0.5, -0.1], [0.0, -0.2, 0.0], [-0.1, 0.1, -0.4], [-2.3, 0.4, 0.6], [1.2, 1.5, -0.1], [1.8, 1.0, 1.2], [0.0, 0.1, 0.2], [0.1, 0.1, 0.2], [0.1, 0.0, -0.2], [0.1, 0.0, -0.2], [0.2, 0.2, 0.1], [-0.1, -0.2, -0.1], [0.1, -0.2, 0.2], [0.1, -0.1, 0.2], [-0.1, 0.0, -0.2], [-0.1, -0.1, -0.2], [0.0, 0.1, 0.2], [0.0, 0.0, 0.2], [-0.1, 0.0, -0.2], [-0.1, 0.0, -0.2], [0.0, -0.2, 0.0], [0.2, 0.0, 0.0], [-0.1, 0.2, -0.1], [0.2, -0.2, 0.0], [0.1, 0.1, 0.2], [0.1, 0.0, 0.2], [-0.1, 0.0, -0.2], [-0.1, 0.0, -0.2], [-0.2, 0.3, 0.1], [0.1, -0.2, -0.1], [0.9, 2.5, -6.1], [3.8, -7.1, -1.6], [5.0, 1.6, 0.7], [-1.3, -0.9, 2.1], [1.5, -0.3, -7.3], [0.0, -4.3, 0.1], [-2.6, -1.1, 0.1], [2.2, -4.5, -3.1], [0.4, -0.2, 1.2], [-0.5, 0.5, -3.1], [-1.1, 2.9, 2.6], [-8.9, 13.4, 5.0], [-2.8, -0.3, -0.9], [0.9, -1.2, -0.1]]
}

[5]
{
  "formula": "C4H5N3O",
  "method": "ωB97M-V/def2-TZVPD",
  "de_lowest_kj_mol": 152.7,
  "smiles": "O=CCc1nc[nH]n1",
  "symbols": ["O", "C", "C", "C", "N", "C", "N", "N", "H", "H", "H", "H", "H"],
  "xyz": [[-1.5391, -0.8918, 1.9495], [-0.5362, -1.4976, 1.6651], [0.5654, -1.1161, 0.7029], [0.1894, 0.0368, -0.1825], [-0.4261, -0.0626, -1.3966], [-0.3438, 1.1784, -1.8649], [0.1547, 1.9596, -0.8947], [0.5432, 1.2588, 0.1921], [-0.4014, -2.5484, 2.0607], [1.4022, -0.9079, 1.3877], [0.7206, -2.0210, 0.1371], [-0.5819, 1.6085, -2.8527], [0.2530, 3.0032, -0.9039]],
  "forces_ev_per_a": [[0.8, 0.0, -0.3], [-1.1, -1.1, 0.2], [-1.3, 0.5, 0.5], [0.6, 0.0, 0.8], [1.0, 0.2, -0.5], [-0.4, 0.1, 0.6], [0.5, 2.5, -0.2], [-0.6, -0.4, -1.1], [0.1, 0.6, 0.1], [0.1, 0.1, -0.7], [0.5, -0.2, -0.3], [-0.2, -0.7, 0.8], [0.0, -1.7, 0.0]]
}

[6]
{
  "formula": "C24H18Cl2N6PdS",
  "method": "ωB97M-V/def2-TZVPD",
  "de_lowest_kj_mol": 0.0,
  "symbols": ["Pd", "N", "C", "N", "C", "N", "C", "C", "N", "C", "C", "N", "H", "H", "H", "H", "H", "Cl", "C", "C", "C", "C", "C", "Cl", "C", "S", "H", "H", "H", "C", "C", "C", "C", "C", "C", "N", "C", "C", "C", "C", "C", "C", "H", "H", "H", "H", "H", "H", "H", "H", "H", "H"],
  "xyz": [[0.8907, -0.5279, 0.2095], [0.4018, 0.7760, -3.6711], [1.1212, 0.5553, -2.5749], [0.3857, -0.1403, -1.7312], [-0.8082, -0.3177, -2.3726], [-0.8234, 0.2261, -3.5664], [-1.9727, -1.0186, -1.8022], [-3.2168, -0.9357, -2.4234], [-4.2743, -1.5758, -1.9451], [-4.0832, -2.2859, -0.8373], [-2.8476, -2.3510, -0.2101], [-1.7876, -1.7180, -0.6920], [0.6646, 1.2728, -4.5051], [2.1215, 0.9146, -2.4013], [-3.3461, -0.3417, -3.3192], [-4.9386, -2.8154, -0.4351], [-2.7084, -2.9268, 0.6973], [1.4859, -0.8845, 2.4202], [2.1224, -2.5268, 2.4527], [2.5227, -3.0076, 3.6843], [3.0346, -4.2904, 3.7623], [3.1334, -5.0538, 2.6074], [2.7236, -4.5373, 1.3924], [2.8740, -5.5385, -0.0143], [2.1954, -3.2415, 1.2594], [1.6899, -2.6327, -0.2995], [2.4315, -2.3837, 4.5631], [3.3536, -4.6934, 4.7130], [3.5297, -6.0590, 2.6400], [2.9244, 4.5145, -0.2989], [3.3470, 3.1943, -0.2961], [2.4665, 2.1636, -0.0024], [1.1165, 2.4140, 0.3023], [0.7120, 3.7629, 0.3226], [1.5989, 4.7812, 0.0247], [0.2660, 1.3758, 0.6474], [-1.1168, 1.5070, 0.4422], [-1.9866, 0.8636, 1.3261], [-3.3554, 0.8620, 1.1087], [-3.8958, 1.5121, 0.0076], [-3.0437, 2.1677, -0.8732], [-1.6745, 2.1631, -0.6640], [3.6119, 5.3174, -0.5277], [4.3809, 2.9560, -0.5168], [2.8323, 1.1420, 0.0252], [-0.3063, 4.0054, 0.5946], [1.2484, 5.8060, 0.0561], [-1.5620, 0.3489, 2.1804], [-4.0069, 0.3524, 1.8084], [-4.9643, 1.5080, -0.1629], [-3.4489, 2.6750, -1.7406], [-1.0186, 2.6663, -1.3648]],
  "forces_ev_per_a": [[0.0, -0.1, 0.0], [0.0, 0.0, 0.0], [0.0, 0.0, 0.0], [0.0, 0.0, 0.0], [0.0, 0.0, 0.0], [0.0, 0.0, 0.0], [0.0, 0.0, 0.0], [0.0, 0.0, 0.0], [0.0, 0.0, 0.0], [0.0, 0.0, 0.0], [0.0, 0.0, 0.0], [0.0, 0.0, 0.0], [0.0, 0.0, 0.0], [0.0, 0.0, 0.0], [0.0, 0.0, 0.0], [0.0, 0.0, 0.0], [0.0, 0.0, 0.0], [0.0, 0.0, 0.0], [0.0, 0.0, 0.0], [0.0, 0.0, 0.0], [0.0, 0.0, 0.0], [0.0, 0.0, 0.0], [0.0, 0.0, 0.0], [0.0, 0.0, 0.0], [0.0, 0.0, -0.1], [0.0, 0.1, 0.1], [0.0, 0.0, 0.0], [0.0, 0.0, 0.0], [0.0, 0.0, 0.0], [0.0, 0.0, 0.0], [0.0, 0.0, 0.0], [0.0, 0.0, 0.0], [0.0, 0.0, 0.0], [0.0, 0.0, 0.0], [0.0, 0.0, 0.0], [0.1, 0.0, 0.0], [0.0, 0.0, 0.0], [0.0, 0.0, 0.0], [0.0, 0.0, 0.0], [0.0, 0.0, 0.0], [0.0, 0.0, 0.0], [0.0, 0.0, 0.0], [0.0, 0.0, 0.0], [0.0, 0.0, 0.0], [0.0, 0.0, 0.0], [0.0, 0.0, 0.0], [0.0, 0.0, 0.0], [0.0, 0.0, 0.0], [0.0, 0.0, 0.0], [0.0, 0.0, 0.0], [0.0, 0.0, 0.0], [0.0, 0.0, 0.0]]
}

How do the records compare in HOMO-LUMO gap? In the order shown, they have 8.145; 10.529; 10.607; 5.841; 10.510; 6.940 eV.
How do the records compare in E_LUMO? In the order shown, they have -0.32; 1.05; 0.92; 1.67; 0.86; -0.06 eV.